{
  "formula": "C28H33BBrF4N4O7SV",
  "method": "ωB97M-V/def2-TZVPD",
  "species": ["V", "O", "C", "C", "C", "C", "C", "C", "C", "O", "N", "N", "C", "C", "Br", "C", "C", "C", "C", "C", "C", "C", "H", "H", "H", "H", "H", "H", "H", "H", "H", "H", "H", "H", "H", "H", "C", "C", "N", "C", "C", "N", "C", "O", "O", "C", "O", "O", "H", "H", "H", "H", "H", "F", "B", "F", "F", "F", "C", "C", "C", "S", "O", "C", "C", "C", "H", "H", "H", "H", "H", "H", "H", "H", "H", "H", "H", "H", "H", "H"],
  "coordinates": [[-1.16173, 0.86377, 0.89736], [-3.69043, -2.89362, -2.07266], [-4.70897, -2.08835, -1.61053], [-6.04271, -2.40173, -1.81013], [-7.02361, -1.54698, -1.32435], [-6.66927, -0.38972, -0.65035], [-5.32676, -0.08644, -0.45873], [-4.33818, -0.93430, -0.92831], [-2.86663, -0.62391, -0.74586], [-2.67206, 0.58995, -0.14784], [-2.24495, -1.69172, 0.08203], [-1.44466, -1.24188, 1.08828], [-0.76531, -2.06279, 1.78721], [-0.06713, -1.66973, 3.01157], [-0.98925, -0.39315, 4.07128], [1.07743, -2.24974, 3.36592], [1.96874, -1.98726, 4.50223], [2.63358, -3.06703, 5.08672], [3.50823, -2.87246, 6.14190], [3.75297, -1.58836, 6.60957], [3.12204, -0.50574, 6.01447], [2.23280, -0.69962, 4.96869], [-4.07121, -3.64076, -2.54495], [-6.31382, -3.30860, -2.34037], [-8.06637, -1.79185, -1.47880], [-7.43303, 0.27865, -0.27668], [-5.02395, 0.81704, 0.05363], [-2.38885, -0.65806, -1.73669], [-1.91480, -2.50853, -0.41464], [-0.72217, -3.11345, 1.50207], [1.41543, -3.02746, 2.68421], [2.45240, -4.06791, 4.71196], [4.00630, -3.72046, 6.59354], [4.44500, -1.43121, 7.42660], [3.32773, 0.49964, 6.35772], [1.76896, 0.15644, 4.49908], [3.16754, -2.66260, -1.18588], [3.20264, -1.45396, -0.31730], [2.16001, -0.89089, 0.24953], [2.65579, 0.16335, 0.97345], [4.01564, 0.24245, 0.82448], [4.34598, -0.80023, 0.00801], [5.10345, 1.12098, 1.31887], [4.74358, 2.12482, 2.08844], [6.24509, 0.90185, 0.98089], [1.82749, 1.05813, 1.81954], [2.38984, 1.89902, 2.52333], [0.55573, 0.92289, 1.74151], [2.13310, -2.87450, -1.44529], [3.58427, -3.53136, -0.67289], [3.73615, -2.51035, -2.10397], [5.29793, -0.98756, -0.26895], [3.75061, 2.13821, 2.19542], [-2.94200, 3.64127, 0.23200], [-1.94855, 3.44463, 1.13663], [-0.76260, 2.91302, 0.44526], [-1.63720, 4.49440, 1.92101], [-2.26438, 2.24681, 1.95783], [-1.88699, 0.00168, -5.56564], [-1.85876, 0.80607, -4.27304], [-0.48977, 0.73662, -3.60572], [-0.47783, 1.60884, -2.01727], [-0.18034, 0.50239, -0.99402], [1.08772, 2.48212, -2.14709], [0.97176, 3.71398, -3.03599], [2.25465, 4.53725, -3.00308], [-2.86716, 0.05803, -6.03781], [-1.66670, -1.05056, -5.37555], [-1.14914, 0.37432, -6.27882], [-2.62273, 0.43770, -3.58479], [-2.10854, 1.85106, -4.47156], [0.28251, 1.16449, -4.24728], [-0.20111, -0.28667, -3.35509], [1.84690, 1.77588, -2.48975], [1.31197, 2.76257, -1.11588], [0.13001, 4.32131, -2.69472], [0.75062, 3.41613, -4.06516], [2.46013, 4.89058, -1.99201], [2.17603, 5.40702, -3.65433], [3.11091, 3.94613, -3.33243]],
  "forces_ev_per_a": [[0.6, 0.0, -0.7], [0.0, 0.0, 0.0], [0.0, 0.0, 0.0], [0.0, 0.0, 0.0], [0.0, 0.0, 0.0], [0.0, 0.0, 0.0], [0.0, 0.0, 0.0], [0.0, 0.0, -0.1], [0.0, -0.2, 0.1], [-0.1, 0.1, 0.0], [0.0, 0.1, 0.1], [-0.2, 0.1, 0.0], [0.0, -0.1, 0.0], [0.0, 0.1, 0.0], [0.0, 0.0, 0.0], [0.0, 0.0, -0.1], [0.0, 0.0, 0.0], [0.0, 0.0, 0.0], [0.0, 0.0, 0.0], [0.0, 0.0, 0.0], [0.0, 0.0, 0.0], [0.0, 0.0, 0.0], [0.0, 0.0, 0.0], [0.0, 0.0, 0.0], [0.0, 0.0, 0.0], [0.0, 0.0, 0.0], [0.0, 0.0, 0.0], [0.1, 0.0, 0.0], [0.0, 0.0, 0.0], [0.0, 0.0, 0.0], [0.0, 0.0, 0.0], [0.0, 0.0, 0.0], [0.0, 0.0, 0.0], [0.0, 0.0, 0.0], [0.0, 0.0, 0.0], [0.0, 0.0, 0.0], [0.0, 0.0, 0.0], [-0.1, 0.0, 0.0], [0.0, -0.2, 0.1], [-0.2, 0.0, 0.1], [0.2, -0.2, 0.1], [0.0, 0.1, -0.1], [0.0, 0.5, 0.2], [1.5, -0.1, -0.6], [0.1, -0.2, 0.0], [-0.3, 0.1, -0.6], [-1.1, 0.1, 0.2], [0.3, -0.1, 0.1], [0.0, 0.0, 0.0], [0.0, 0.0, 0.0], [0.0, 0.0, 0.0], [0.0, 0.0, 0.0], [-0.4, -0.2, 0.5], [0.0, 0.1, 0.1], [-0.2, 0.0, 0.0], [-0.1, 0.0, 0.0], [0.1, 0.0, 0.0], [-0.1, -0.1, 0.2], [0.0, 0.0, 0.0], [0.0, 0.0, 0.0], [0.0, 0.0, 0.0], [0.1, -0.1, -0.1], [-0.2, 0.2, 0.4], [0.0, 0.1, 0.0], [0.0, 0.0, 0.0], [0.0, 0.0, 0.0], [0.0, 0.0, 0.0], [0.0, 0.0, 0.0], [0.0, 0.0, 0.0], [0.0, 0.0, 0.0], [0.0, 0.0, 0.0], [0.0, 0.0, 0.0], [0.0, 0.0, 0.0], [0.0, 0.0, 0.0], [0.0, 0.0, 0.0], [0.0, 0.0, 0.0], [0.0, 0.0, 0.0], [0.0, 0.0, 0.0], [0.0, 0.0, 0.0], [0.0, 0.0, 0.0]],
  "de_lowest_kcal_mol": 23.7,
  "charge": 0,
  "gap_ev": [8.08, 8.12],
  "spin_multiplicity": 3,
  "lumo_ha": [-0.0134, -0.0125],
  "molar_mass_g_mol": 787.3
}